No. 1
92
Properties=species:S:1:pos:R:3:forces:R:3 method="wB97M-V/def2-TZVPD" charge=-2 spin_multiplicity=1 energy_ha=-2417.82086 homo_energy_ev=-1.505
Sn 0.6484 -0.0227 -0.4629 0.1950 0.1762 -0.2919
C 2.4331 2.3637 -4.2545 -0.0282 0.0214 0.0015
C 1.6426 1.2792 -3.5336 -0.0861 -0.0166 0.1587
O 1.8456 1.1743 -2.2997 0.2521 0.0160 -0.1279
C 0.7545 0.5174 -4.2900 0.0625 -0.1677 -0.0339
C -0.0634 -0.5534 -3.8322 0.1022 0.1254 0.1085
C -0.9902 -1.1426 -4.8741 0.0158 -0.0019 -0.0125
N -0.0890 -1.0138 -2.6035 -0.4076 0.1058 -0.1105
N -1.0974 -1.9726 -2.4345 0.0910 -0.2311 0.0401
C -1.4030 -2.1880 -1.1943 0.0357 -0.0214 0.0345
O -0.8931 -1.6410 -0.1463 -0.0750 0.1040 -0.0725
C -2.5278 -3.1502 -0.9567 -0.0159 0.0073 0.0246
C -3.0774 -3.2379 0.3182 -0.0396 -0.0080 0.0398
C -4.1579 -4.0745 0.5673 -0.0046 -0.0077 -0.0326
C -4.7016 -4.8401 -0.4556 0.0445 0.0341 0.0086
C -4.1511 -4.7609 -1.7312 0.0001 -0.0049 0.0062
C -3.0745 -3.9234 -1.9787 -0.0089 -0.0246 -0.0361
H 2.2354 3.3224 -3.7703 -0.0017 0.0181 0.0025
H 3.5006 2.1597 -4.1473 -0.0052 -0.0108 0.0101
H 2.1819 2.4302 -5.3141 0.0153 0.0148 0.0005
H 0.6568 0.7731 -5.3368 0.0325 -0.0349 -0.0243
H -0.6896 -0.8133 -5.8689 -0.0220 0.0172 0.0006
H -0.9913 -2.2289 -4.8179 -0.0005 -0.0174 -0.0297
H -2.0168 -0.8187 -4.6865 -0.0098 -0.0222 0.0038
H -2.6512 -2.6222 1.1000 0.0130 0.0043 -0.0087
H -4.5818 -4.1213 1.5638 -0.0003 0.0001 0.0028
H -5.5470 -5.4911 -0.2644 -0.0051 -0.0032 0.0046
H -4.5684 -5.3547 -2.5372 0.0028 0.0008 -0.0040
H -2.6429 -3.8410 -2.9679 -0.0004 0.0073 0.0061
O -0.6924 1.4743 -1.0997 -0.0050 -0.0837 0.1144
C -1.7919 2.1621 -0.6745 -0.1520 -0.0203 0.0734
C -1.5754 2.7924 0.7286 0.0264 -0.0861 -0.0211
C -1.5774 1.8660 1.9213 0.0027 0.0890 0.0075
C -2.3435 2.2057 3.0343 -0.0012 -0.0212 0.0152
C -2.3299 1.3732 4.1398 -0.0069 -0.0037 -0.0014
C -1.5358 0.2460 4.1090 0.0216 0.0400 0.0318
C -0.7654 -0.0201 2.9745 -0.0208 0.0237 0.0304
C 0.1854 -1.1691 2.9871 0.0979 0.0451 -0.0634
C 1.6769 -0.6737 3.2476 -0.1203 -0.0370 0.0007
O 2.1142 0.1246 2.2819 0.0598 0.0381 0.1250
C 1.6292 0.0254 4.6389 -0.0184 -0.0200 0.0287
C 1.7444 1.4083 4.6624 0.0149 0.0323 0.0395
C 1.6340 2.1107 5.8567 0.0017 -0.0438 -0.0108
C 1.4146 1.4323 7.0498 0.0014 0.0108 -0.0022
C 1.3127 0.0456 7.0376 -0.0014 -0.0230 -0.0249
C 1.4200 -0.6493 5.8393 -0.0007 0.0380 0.0234
C 2.5993 -1.9121 3.3858 -0.0126 -0.0013 -0.0070
C 3.9288 -1.6691 3.7392 0.0203 -0.0027 -0.0110
C 4.8516 -2.6949 3.8248 -0.0017 -0.0290 -0.0060
C 4.4704 -4.0066 3.5448 -0.0058 0.0191 -0.0043
C 3.1602 -4.2617 3.1783 0.0000 0.0218 0.0057
C 2.2329 -3.2227 3.1038 0.0267 0.0100 0.0192
N -0.8131 0.7732 1.8971 -0.0048 -0.0608 -0.0435
C -2.0218 3.3492 -1.6487 -0.0182 -0.0553 0.0560
C -1.0976 3.5736 -2.6600 0.0533 0.0368 -0.1088
C -1.2653 4.6297 -3.5502 -0.0292 -0.0166 0.0599
C -2.3597 5.4755 -3.4412 -0.0223 -0.0198 0.0255
C -3.2946 5.2506 -2.4360 0.0224 0.0222 -0.0290
C -3.1258 4.1947 -1.5532 -0.0049 -0.0201 0.0248
C -3.0554 1.2840 -0.7460 0.0221 0.0832 -0.0906
C -4.1189 1.3618 0.1442 -0.0580 -0.0205 -0.0156
C -5.2410 0.5518 -0.0157 0.0350 0.0306 0.0205
C -5.3148 -0.3385 -1.0742 0.0362 -0.0263 -0.0420
C -4.2583 -0.4128 -1.9775 -0.0510 0.0115 0.0361
C -3.1450 0.3927 -1.8136 0.0018 -0.0060 0.0542
H -2.3137 3.5772 0.9124 0.0127 0.0073 -0.0056
H -0.5985 3.2789 0.6541 0.0083 -0.0015 0.0487
H -2.9489 3.1044 3.0197 0.0074 0.0037 -0.0156
H -2.9239 1.6059 5.0168 0.0013 0.0066 -0.0025
H -1.4692 -0.4153 4.9632 0.0060 -0.0035 -0.0050
H 0.1782 -1.6648 2.0171 -0.0161 -0.0196 -0.0162
H -0.1274 -1.8753 3.7625 -0.0362 -0.0412 -0.0291
H 1.9189 1.8836 3.7024 -0.0017 0.0035 0.0026
H 1.7152 3.1925 5.8599 0.0011 0.0043 -0.0069
H 1.3275 1.9771 7.9837 0.0004 0.0031 -0.0008
H 1.1518 -0.4936 7.9655 -0.0007 -0.0023 0.0001
H 1.3461 -1.7329 5.8347 -0.0019 -0.0022 0.0042
H 4.2247 -0.6427 3.9226 -0.0046 0.0001 -0.0013
H 5.8785 -2.4783 4.0994 -0.0007 0.0067 0.0040
H 5.1923 -4.8137 3.6011 0.0044 0.0022 0.0021
H 2.8516 -5.2739 2.9403 -0.0089 0.0013 -0.0013
H 1.2187 -3.4467 2.8009 -0.0126 -0.0180 -0.0044
H -0.2599 2.8920 -2.7408 -0.0253 0.0039 0.0547
H -0.5356 4.7847 -4.3368 0.0104 -0.0039 -0.0046
H -2.4915 6.2972 -4.1362 -0.0022 0.0027 -0.0021
H -4.1624 5.8951 -2.3468 -0.0005 0.0004 0.0018
H -3.8754 4.0125 -0.7897 0.0111 0.0012 -0.0097
H -4.0759 2.0401 0.9864 -0.0159 -0.0063 0.0061
H -6.0507 0.6073 0.7037 0.0042 0.0097 0.0084
H -6.1751 -0.9889 -1.1833 0.0039 -0.0013 -0.0068
H -4.2864 -1.1257 -2.7934 0.0032 0.0018 0.0089
H -2.3008 0.3206 -2.4862 -0.0080 0.0056 -0.0093

---

No. 2
117
Properties=species:S:1:pos:R:3:forces:R:3 method="wB97M-V/def2-TZVPD" charge=0 spin_multiplicity=1 energy_ha=-4810.07686 homo_energy_ev=-9.434
O -0.6386 1.2980 -1.8255 0.0079 -0.0170 -0.0017
C -0.2550 2.3676 -2.2729 0.0292 0.0452 0.0231
C 0.1560 2.5920 -3.6322 0.0293 -0.1461 -0.0912
C 0.5958 3.8120 -3.9755 -0.0758 0.0700 0.0396
O 1.0043 4.1395 -5.1881 0.0177 -0.0243 -0.0027
C 0.6542 4.9631 -2.9872 -0.0374 -0.0131 -0.0091
O 1.0730 6.0231 -3.4202 -0.0072 -0.0168 0.0000
C 0.2207 4.7428 -1.6265 0.0112 0.0462 0.0176
C -0.2088 3.5200 -1.2852 -0.0278 -0.1078 -0.0469
O -0.6253 3.1791 -0.0754 0.0549 0.0300 -0.1453
H 0.0991 1.7634 -4.3249 0.0375 0.0434 -0.0367
H 1.2678 5.0811 -5.1357 -0.0153 0.0165 0.0162
H 0.2652 5.5701 -0.9324 0.0088 -0.0204 0.0150
H -0.8713 2.2292 -0.1312 -0.0149 0.0181 0.0403
O -2.1363 5.2550 -4.4313 0.0754 -0.0157 0.0387
C -2.2979 6.3626 -4.9212 -0.0028 0.0050 -0.0264
C -1.6563 7.5697 -4.4679 0.0176 -0.0115 0.0533
C -1.9458 8.7178 -5.1015 -0.0461 -0.0038 -0.0558
O -1.4285 9.8897 -4.7855 0.0168 -0.0064 0.0368
C -2.9186 8.7883 -6.2697 0.0247 0.0300 0.0129
O -3.0997 9.8962 -6.7429 0.0093 -0.0225 0.0032
C -3.5448 7.5739 -6.7329 -0.0319 0.0055 -0.0412
C -3.2539 6.4267 -6.1013 0.0311 0.0041 0.0518
O -3.7597 5.2508 -6.4288 -0.0294 0.0045 -0.0306
H -0.9599 7.5147 -3.6431 0.0070 0.0221 -0.0210
H -1.8250 10.5324 -5.4107 -0.0125 -0.0071 -0.0126
H -4.2256 7.6261 -7.5704 -0.0039 -0.0148 0.0068
H -3.3738 4.6083 -5.7983 0.0126 0.0073 0.0129
O 1.2261 -0.4527 -4.5100 0.0116 0.0387 -0.1422
C 2.4296 -0.5672 -4.3299 -0.0621 0.0521 0.1888
C 3.4097 -0.7614 -5.3638 0.0062 -0.0119 -0.0450
C 4.6964 -0.8813 -4.9979 0.0074 -0.0028 0.0591
O 5.6929 -1.0652 -5.8430 -0.0105 -0.0042 -0.0428
C 5.1482 -0.8208 -3.5460 0.0207 -0.0025 -0.0254
O 6.3443 -0.9580 -3.3575 -0.0170 0.0100 -0.0043
C 4.1634 -0.6079 -2.5144 0.0241 -0.0016 0.0340
C 2.8765 -0.4847 -2.8766 -0.0149 0.0244 -0.0666
O 1.8902 -0.2785 -2.0224 0.0705 -0.0239 -0.0295
H 3.0820 -0.8180 -6.3917 0.0039 -0.0305 0.0037
H 6.5013 -1.1205 -5.2911 -0.0034 0.0021 0.0204
H 4.4910 -0.5521 -1.4862 -0.0192 -0.0031 0.0034
H 1.0583 -0.2273 -2.5391 -0.0270 0.0116 0.0391
O -0.7412 -7.1771 -4.7015 0.0125 -0.0049 0.0264
C -0.2930 -6.1325 -5.1445 0.0322 -0.0114 -0.0220
C -0.7777 -4.8155 -4.8237 -0.0534 -0.0071 0.0286
C -0.1864 -3.7549 -5.4006 0.1037 0.0110 -0.0831
O -0.5383 -2.5061 -5.1807 -0.1617 -0.1063 -0.0122
C 0.9739 -3.8994 -6.3773 -0.0124 0.0568 0.0214
O 1.4190 -2.8622 -6.8379 0.0014 -0.0320 0.0208
C 1.4692 -5.2184 -6.6867 0.0290 -0.0169 -0.0176
C 0.8761 -6.2739 -6.1080 -0.0475 0.0247 0.0315
O 1.2339 -7.5296 -6.3075 0.0292 -0.0107 -0.0219
H -1.6006 -4.7186 -4.1300 0.0017 0.0178 -0.0058
H 0.0691 -1.9335 -5.6950 0.0500 0.0444 0.1041
H 2.2991 -5.3148 -7.3721 -0.0073 -0.0135 -0.0019
H 0.6207 -8.0659 -5.7617 -0.0142 0.0063 -0.0041
O 4.0197 3.3653 9.7471 -0.0010 0.0130 -0.0153
C 3.6393 4.4385 9.3108 -0.0078 -0.0178 -0.0150
C 4.0759 5.7274 9.7920 0.0349 -0.0061 0.0371
C 3.5604 6.8262 9.2213 -0.0462 -0.0052 -0.0393
O 3.8754 8.0628 9.5666 0.0207 -0.0014 0.0332
C 2.5383 6.7635 8.0957 0.0389 0.0158 0.0144
O 2.1487 7.8412 7.6776 0.0193 -0.0154 -0.0078
C 2.1130 5.4763 7.6060 -0.0786 0.0098 -0.0757
C 2.6314 4.3776 8.1750 0.0444 0.0187 0.0521
O 2.3256 3.1408 7.8193 -0.0335 -0.0006 -0.0248
H 4.8007 5.7658 10.5924 -0.0062 0.0143 0.0003
H 3.3387 8.6388 8.9820 -0.0120 -0.0073 -0.0136
H 1.3927 5.4390 6.8007 -0.0293 -0.0280 -0.0172
H 2.8506 2.5609 8.4086 0.0120 0.0077 0.0139
O -2.3460 -7.8647 4.7365 0.0121 0.0198 0.0112
C -2.2529 -6.6751 4.9681 0.0302 -0.0230 -0.0491
C -2.6630 -6.0380 6.2013 -0.0143 -0.0077 0.0255
C -2.5117 -4.7116 6.3229 0.0265 0.0241 -0.0535
O -2.8496 -4.0178 7.3981 -0.0156 -0.0142 0.0214
C -1.9262 -3.8541 5.2154 -0.0208 0.0182 0.0173
O -1.8551 -2.6570 5.4409 0.0165 -0.1078 0.0759
C -1.5025 -4.4869 3.9922 0.0339 0.0161 -0.0551
C -1.6539 -5.8152 3.8650 -0.0356 -0.0330 0.0675
O -1.3033 -6.4846 2.7839 0.0792 -0.0226 -0.1013
H -3.0791 -6.6539 6.9857 -0.0061 0.0115 0.0022
H -2.6286 -3.0865 7.1910 0.0036 0.0007 -0.0119
H -1.0786 -3.8723 3.2106 -0.0041 -0.0128 -0.0069
H -1.5296 -7.4345 2.8949 -0.1114 0.0866 0.1075
O -1.7346 -8.9294 1.6252 -0.0089 -0.1001 -0.0030
C -1.4808 -9.6875 0.7028 0.0545 0.1198 -0.0333
C -1.9996 -11.0234 0.5752 -0.0226 -0.0308 0.0146
C -1.6229 -11.7523 -0.4879 0.0368 0.0351 -0.0302
O -2.0230 -12.9875 -0.7199 -0.0230 -0.0230 0.0298
C -0.6748 -11.2196 -1.5524 -0.0228 -0.0147 0.0094
O -0.4054 -11.9917 -2.4555 -0.0051 0.0104 0.0019
C -0.1730 -9.8731 -1.4309 0.0403 0.0035 -0.0264
C -0.5509 -9.1423 -0.3708 -0.0567 -0.0408 0.0260
O -0.1573 -7.8978 -0.1632 0.0273 0.0081 -0.0203
H -2.6690 -11.3963 1.3370 0.0056 -0.0116 -0.0046
H -1.5838 -13.2564 -1.5542 0.0112 0.0160 -0.0071
H 0.4875 -9.4935 -2.1972 -0.0140 0.0240 0.0083
H -0.5762 -7.5933 0.6658 -0.0076 -0.0044 0.0019
C -2.2163 0.1475 3.9363 0.2034 -0.0012 0.0945
C -1.3072 1.2735 3.4478 0.0006 -0.0143 0.1074
O -2.0273 2.1803 2.6184 0.0452 -0.0253 -0.0903
P -1.5425 3.7972 2.6859 -0.1345 -0.0283 -0.2810
C -1.0662 5.7133 2.6165 -0.0569 0.0418 0.1295
S 0.0158 6.0963 3.9287 0.0380 -0.3047 0.2358
O -0.7052 5.9875 5.1735 0.0072 0.0745 -0.0832
O 1.2263 5.3314 3.7558 0.0122 0.1770 -0.0570
H -2.0043 -0.7925 3.4290 -0.1407 0.0595 -0.0949
H -2.0609 -0.0421 4.9982 -0.0344 0.0063 -0.0330
H -3.2590 0.4206 3.7818 0.0170 -0.0049 -0.0171
H -0.4559 0.8703 2.8874 -0.0183 0.0386 -0.0037
H -0.8776 1.8082 4.3077 -0.0964 0.0401 -0.0153
H -2.3951 4.0412 1.6107 -0.0839 0.0549 0.0603
H -2.0415 3.9895 3.9783 0.1620 -0.0257 0.0814
H -0.1974 3.4788 2.4817 0.0523 0.0606 0.2120
H -0.5644 5.9516 1.6766 -0.0118 -0.0375 0.0029
H -1.9678 6.3167 2.7435 0.0195 0.0060 -0.0477
H 0.3345 7.4079 3.7812 0.0152 0.0007 -0.0644